(1)
Formula: C2H6ClNO
Source: the Open Molecules 2025 dataset
Level of theory: ωB97M-V/def2-TZVPD

Positions of all 11 atoms, in Å:
C -1.50 -1.27 -0.04
Cl 1.49 -0.98 0.30
H -0.99 -1.89 -0.78
H 0.51 2.12 -0.57
H -1.08 -1.52 0.98
H -2.56 -1.81 -0.01
H 2.27 1.84 -0.18
C 1.17 1.55 0.09
H 1.03 1.72 1.16
N 1.12 0.25 -0.53
O -1.46 -0.01 -0.41

## Properties
- E_HOMO (alpha / beta): -8.47 / -8.50 eV
- Energy relative to the best compared isomer or geometry (same formula, charge and spin): 664.6 kJ/mol
- Maximum force: 3.74 eV/A
- Net charge: 0
- Kohn-Sham gap (alpha / beta): 0.22274 / 0.22382 Ha


(2)
Formula: C29H94N14O29
Source: the Open Molecules 2025 dataset
Level of theory: ωB97M-V/def2-TZVPD

Positions of all 166 atoms, in Å:
O -2.51 1.10 -8.38
H -1.85 -6.37 -1.91
C 0.79 -0.92 -0.53
H 3.70 3.02 7.65
H -2.75 6.92 -0.69
H 1.63 1.11 0.21
O 2.71 -5.72 0.87
H 5.55 5.16 -3.26
H -0.08 -7.06 1.49
C 2.43 3.94 0.81
N 3.55 3.26 0.85
H -6.40 -4.61 -0.56
O 2.25 -0.03 -3.82
H 0.74 -1.05 5.15
N -1.78 0.67 5.00
H 0.71 -2.44 2.86
H -1.32 -2.26 2.38
H 4.75 1.54 -2.10
O 0.55 -5.70 2.51
O -0.22 -7.39 0.60
H 4.24 3.46 0.14
C -2.12 5.36 0.39
H -1.96 3.06 -2.60
C 4.59 2.91 7.03
H -1.50 -8.90 1.06
C -0.24 -5.92 -2.99
H -3.58 -7.11 0.76
O -2.31 -5.68 0.63
O 1.57 3.77 1.63
H 3.78 2.75 1.69
H -1.40 -5.52 0.89
O -0.56 -0.15 -4.67
N -1.28 2.64 -3.21
H 3.81 -4.12 0.80
H -3.72 -3.01 1.26
C -3.59 0.83 -7.62
C -5.60 -4.37 0.14
O -2.97 1.80 -0.82
H -2.99 4.72 0.56
C -1.37 5.18 1.78
N 6.16 5.52 -2.54
H 6.01 -5.47 0.17
C 5.94 5.12 -1.38
H -6.82 4.39 0.52
H -0.30 -2.71 -3.43
O 0.18 -5.77 -4.17
H -3.89 2.54 -6.49
C -0.21 -2.60 -4.51
H 1.44 4.49 -0.69
H 0.78 1.99 6.34
N -1.24 -6.70 -2.64
C 3.73 1.34 -2.44
O -1.77 -1.52 5.08
N -4.82 3.98 -1.70
H 4.91 3.95 7.08
C 4.49 2.82 5.52
H -2.17 2.39 -5.32
H -6.22 -5.81 1.12
H -1.20 1.64 -3.28
N 6.39 5.79 -0.37
O -5.82 -4.97 1.38
H -3.21 -1.25 -0.39
H -1.13 4.13 1.95
H 1.59 2.68 -3.89
O 1.20 -2.44 -4.83
H 5.19 -6.77 0.47
H 1.89 -0.27 1.23
H -1.63 -7.26 -3.38
N -4.32 0.53 0.52
N 0.37 -5.36 -1.97
H -4.24 0.98 -5.58
H 4.31 -5.21 2.07
C 1.15 0.20 0.58
H -6.42 -2.53 1.21
H 0.35 0.66 5.03
H 1.57 -4.35 3.48
C 0.54 -4.51 3.17
H -1.71 -8.14 -0.55
H 2.94 1.54 -1.72
H 4.35 -0.16 -3.76
H 6.74 6.29 -2.82
C -2.54 -6.98 1.10
H -1.58 4.91 -0.44
O -2.41 6.71 0.18
O 5.59 3.25 4.68
H 4.12 1.88 5.13
H 0.30 1.51 -4.19
H 3.20 4.85 -0.84
H 0.14 4.99 5.01
H -5.77 -2.26 -0.36
H -1.33 1.58 5.04
O -2.23 1.52 -5.72
H 0.04 2.32 4.25
H 1.11 -4.69 -2.11
H 3.52 3.28 -3.01
C -5.74 4.63 -1.08
H -0.03 -4.52 4.10
C 3.94 -5.17 1.05
H -1.37 4.62 6.66
H -4.42 3.18 -1.23
H 0.97 -3.46 1.39
H -4.56 1.18 -7.98
H -1.76 -0.43 -1.04
C -1.57 -7.96 0.52
H 6.60 6.74 -0.62
O 0.09 4.32 -2.77
H 0.03 -1.64 -0.21
H -2.09 -1.53 -4.72
N 2.40 4.44 -0.38
C -0.14 3.24 -3.31
H -1.24 -1.52 -6.18
H -0.09 -5.47 -1.07
C 0.26 4.14 5.67
C 3.48 -0.07 -3.12
H 1.52 3.36 4.13
H -4.69 -4.63 -0.40
N 0.62 2.45 -4.03
O 0.00 0.54 1.38
O -0.98 3.80 6.34
H 0.39 5.37 2.34
H -0.64 -3.51 -4.94
H 5.13 1.60 8.31
C -1.23 -0.49 5.06
H -1.78 1.39 -7.83
C 0.78 2.92 4.79
H 3.52 -0.84 -2.35
N -6.02 4.01 0.03
C -1.08 -1.40 -5.10
H -4.71 1.34 0.98
O 1.39 2.04 5.60
H -2.08 5.34 2.58
C 0.39 -3.32 2.30
H -4.56 -0.43 0.72
C -5.61 -2.84 0.55
H 0.99 4.37 6.45
H 1.41 -5.86 2.11
H 1.53 -1.76 -4.24
H 2.61 -6.04 -0.03
H 4.15 -6.68 -1.42
H -1.26 0.45 -4.95
H -0.55 1.13 0.85
N -2.67 -0.42 -0.59
O 3.49 2.40 -3.39
H 6.27 5.61 0.61
H -2.77 0.48 4.98
O 0.09 -0.38 -1.51
C -3.28 0.71 -0.39
H -3.56 -0.26 -7.56
O 4.56 -5.82 -1.28
O 5.58 2.01 7.57
O -1.04 -3.12 2.07
O 5.17 4.15 -1.17
O -0.26 6.01 2.05
H 5.40 2.89 3.81
O -4.37 -2.33 1.09
C -3.56 1.53 -6.23
N 0.07 -0.30 5.17
O -6.29 5.63 -1.52
H -2.44 -7.05 2.18
H 1.57 -1.50 -1.03
H 2.33 0.75 -4.38
H 3.64 3.48 5.34
H 0.69 0.07 -2.12
C 4.97 -5.77 0.08
H -4.43 4.24 -2.60
H -5.69 3.06 0.13

## Properties
- E_HOMO: -9.14 eV
- Maximum force: 7.49 eV/A
- Net charge: 0
- Kohn-Sham gap: 0.33110 Ha